# C29H34BF4N4Ti

A molecular structure, C29H34BF4N4Ti (ωB97M-V with the def2-TZVPD basis set, the Open Molecules 2025 dataset).

```
73
Properties=species:S:1:pos:R:3
Ti -0.864 14.326 8.381
C -3.032 17.420 6.880
C -4.060 17.300 7.972
C -4.732 15.976 8.053
N -2.739 14.329 7.807
C -1.961 13.640 5.599
C -1.885 14.333 4.429
C -0.824 14.270 3.456
C -0.084 13.262 3.060
C -0.201 11.908 3.606
C -0.674 11.609 4.873
C -0.887 12.609 5.905
N -0.431 12.536 7.123
C 0.401 11.429 7.528
C 1.877 11.755 7.632
C 2.074 13.094 8.399
N 1.252 14.303 8.073
C 1.736 15.165 7.125
C 2.839 14.842 6.250
C 3.380 15.455 5.170
C 3.087 16.615 4.478
C 2.245 17.508 5.087
C 1.299 17.378 6.137
C 0.908 16.297 6.911
N -0.256 16.218 7.719
C -0.865 17.461 8.146
C -1.825 18.239 7.236
H -3.519 17.914 5.986
H -2.700 16.426 6.491
H -4.891 18.058 7.812
H -3.637 17.529 8.954
H -5.018 15.544 7.051
H -5.648 15.964 8.641
H -2.652 15.093 4.256
H -0.751 15.140 2.826
H 0.654 13.467 2.259
H 0.168 11.084 3.008
H -0.831 10.602 5.127
H 0.158 10.580 6.923
H -0.055 11.239 8.524
H 2.277 11.844 6.648
H 2.479 11.009 8.124
H 3.140 13.276 8.355
H 1.874 12.987 9.439
H 3.270 13.887 6.524
H 4.154 14.892 4.683
H 3.722 16.922 3.661
H 2.112 18.459 4.461
H 0.720 18.292 6.375
H -0.011 18.120 8.554
H -1.392 17.142 9.129
H -1.359 18.524 6.255
H -2.094 19.169 7.674
C -4.123 12.002 5.099
C -4.105 12.565 6.434
C -3.146 13.818 6.537
C -3.796 14.917 8.669
C -4.750 13.872 9.246
C -5.187 12.681 8.733
C -4.791 12.059 7.468
H -3.131 11.499 4.904
H -4.218 12.747 4.352
H -4.933 11.294 4.957
H -3.756 14.566 6.020
H -3.172 15.360 9.555
H -5.310 14.237 10.114
H -6.065 12.284 9.215
H -5.476 11.224 7.201
F -0.699 12.985 9.946
B -1.006 13.803 11.139
F -1.139 15.140 10.449
F -2.193 13.436 11.647
F 0.112 13.809 11.908
```

Output
Orbital gap (alpha / beta), eV: 7.01 / 7.22
Energy relative to the best compared isomer or geometry (same formula, charge and spin), kJ/mol: 375.2
E_tot, a.u.: -2618.4122
Spin multiplicity: 2
Net charge: 0
⟨S²⟩: 0.754

***

# C4H9N2O2

A molecular structure, C4H9N2O2 (ωB97M-V with the def2-TZVPD basis set, the Open Molecules 2025 dataset).

```
17
Properties=species:S:1:pos:R:3
C -0.265 -0.859 -0.246
N -1.396 -0.337 0.472
C -2.581 0.016 -0.306
O -3.638 -0.052 0.350
O -2.364 0.307 -1.489
C 0.825 0.222 -0.412
C 1.072 0.999 0.878
N 2.141 -0.599 -0.988
H -0.478 -1.205 -1.254
H 0.182 -1.735 0.226
H -1.627 -0.834 1.314
H 0.326 0.902 -1.109
H 0.306 1.747 1.042
H 2.045 1.468 0.771
H 1.005 0.399 1.784
H 2.414 -0.903 -0.049
H 2.034 0.465 -0.984
```

Output
Orbital gap, eV: 7.91
Energy relative to the best compared isomer or geometry (same formula, charge and spin), kJ/mol: 247.8
E_tot, a.u.: -417.7883
Spin multiplicity: 1
Net charge: -1

***

# C4H13N3O

3 unconnected molecules or ions with the total composition C4H13N3O (ωB97M-V with the def2-TZVPD basis set, the Open Molecules 2025 dataset).

```
21
Properties=species:S:1:pos:R:3
C 0.620 0.120 1.226
N -0.565 0.653 0.813
C -0.931 0.704 -0.591
N -1.703 -0.461 -0.883
C 1.919 0.691 0.932
C 2.705 0.796 -0.205
O -3.384 0.394 0.877
N 1.075 -1.663 -1.138
H 1.376 -1.271 -0.265
H 0.566 -0.505 2.089
H -1.307 0.890 1.480
H -0.014 0.958 -1.146
H -1.599 1.554 -0.771
H -2.315 -0.322 -1.696
H -2.301 -0.611 -0.057
H 2.569 0.564 1.812
H 3.661 1.286 -0.034
H 2.596 0.335 -1.178
H -4.292 0.174 1.101
H 1.263 -2.684 -1.214
H 0.059 -1.602 -1.152
```

Output
Orbital gap, eV: 4.52
Energy relative to the best compared isomer or geometry (same formula, charge and spin), kJ/mol: 644.0
E_tot, a.u.: -399.5020
Spin multiplicity: 1
Net charge: 0

***

# C33H34F36N9O24S12

A molecular structure, C33H34F36N9O24S12 (ωB97M-V with the def2-TZVPD basis set, the Open Molecules 2025 dataset).

```
148
Properties=species:S:1:pos:R:3
C -5.358 -4.307 2.328
C -4.841 -5.391 1.374
C -3.663 -4.860 0.538
N -3.060 -5.819 -0.540
C -1.637 -5.200 -0.871
C -1.045 -5.876 -2.160
C -1.989 -5.754 -3.416
C -3.403 -6.261 -3.112
C -4.030 -5.869 -1.752
C -2.831 -7.204 0.034
H -5.714 -3.449 1.758
H -4.557 -4.088 3.035
H -6.213 -4.724 2.860
H -5.563 -5.812 0.674
H -4.373 -6.212 1.918
H -2.774 -4.823 1.168
H -3.943 -3.885 0.139
H -1.770 -4.118 -0.837
H -0.986 -5.473 -0.041
H -0.129 -5.295 -2.264
H -0.800 -6.934 -2.067
H -1.764 -4.696 -3.547
H -1.575 -6.267 -4.284
H -4.128 -5.915 -3.849
H -3.345 -7.349 -3.147
H -4.436 -4.858 -1.791
H -4.817 -6.559 -1.448
H -2.245 -7.721 -0.725
H -3.773 -7.657 0.343
H -2.321 -6.957 0.966
C -0.250 5.330 -0.694
N 0.108 3.928 -0.638
C -0.902 3.068 -0.369
C -0.625 1.675 -0.265
C 0.648 1.232 -0.655
C 1.736 2.209 -0.757
C 1.382 3.561 -0.726
C 1.072 -0.202 -0.819
C 2.122 -0.559 -1.728
C 2.494 -1.957 -1.881
N 1.897 -2.879 -1.113
C 0.894 -2.596 -0.272
C 0.479 -1.253 -0.130
C 2.593 -4.237 -0.944
H -0.014 5.775 0.273
H -1.303 5.395 -0.967
H 0.224 5.803 -1.553
H -1.892 3.450 -0.165
H -1.380 0.947 -0.007
H 2.776 1.972 -0.925
H 2.133 4.324 -0.867
H 2.734 0.060 -2.367
H 3.310 -2.222 -2.536
H 0.464 -3.377 0.337
H -0.344 -0.952 0.502
H 2.916 -4.202 0.097
H 3.352 -4.333 -1.720
H 1.931 -5.093 -1.068
C -6.561 7.411 -2.170
F -7.077 6.659 -3.118
F -6.596 8.742 -2.320
F -7.144 7.251 -0.984
S -4.746 6.925 -1.855
O -4.260 7.877 -0.869
O -4.732 5.561 -1.288
N -3.943 7.185 -3.446
S -3.599 5.828 -3.891
O -2.495 5.237 -3.114
O -4.698 4.967 -4.192
C -2.892 6.243 -5.645
F -1.659 6.713 -5.426
F -2.889 5.102 -6.412
F -3.565 7.262 -6.142
C -5.211 -0.038 3.394
F -4.338 -1.029 3.341
F -6.248 -0.243 2.535
F -5.746 -0.004 4.581
S -4.418 1.744 2.982
O -4.139 1.800 1.489
O -5.486 2.668 3.405
N -3.089 1.623 4.086
S -1.823 1.640 3.250
O -1.736 0.459 2.397
O -1.537 2.951 2.527
C -0.261 1.372 4.438
F 0.824 1.687 3.741
F -0.286 2.307 5.419
F -0.270 0.170 4.923
C 5.691 -2.290 0.831
F 6.793 -1.967 1.626
F 5.213 -3.507 1.251
F 4.621 -1.486 0.812
S 6.309 -2.356 -1.046
O 5.771 -1.093 -1.633
O 7.763 -2.339 -1.090
N 5.495 -3.739 -1.653
S 6.576 -4.780 -1.642
O 7.471 -4.743 -2.801
O 7.193 -5.071 -0.342
C 5.625 -6.468 -1.838
F 4.450 -6.311 -2.439
F 6.425 -7.280 -2.544
F 5.428 -7.034 -0.641
C 4.959 5.378 -0.256
F 4.287 6.380 -0.673
F 6.094 5.868 0.160
F 4.402 4.694 0.678
S 5.465 4.096 -1.745
O 6.363 4.986 -2.551
O 6.108 2.926 -1.137
N 3.921 3.666 -2.455
S 3.984 4.236 -3.813
O 4.116 5.687 -3.744
O 4.822 3.436 -4.733
C 2.191 3.859 -4.467
F 1.718 2.666 -4.000
F 1.322 4.818 -4.112
F 2.267 3.783 -5.760
C -0.983 -3.072 3.281
F -1.721 -2.791 2.177
F 0.256 -2.472 3.259
F -1.748 -2.756 4.357
S -0.582 -4.956 3.464
O 0.237 -4.995 4.657
O -1.828 -5.604 3.537
N 0.324 -5.232 2.017
S 0.925 -6.656 2.080
O 0.393 -7.520 3.110
O 0.978 -7.267 0.770
C 2.751 -6.300 2.593
F 3.088 -7.058 3.661
F 3.573 -6.636 1.614
F 2.907 -4.963 2.922
C 2.079 8.828 1.348
F 2.861 9.741 1.908
F 1.702 9.123 0.105
F 2.822 7.717 1.378
S 0.449 8.655 2.346
O -0.162 9.945 2.512
O -0.510 7.853 1.512
N 1.155 8.018 3.787
S 0.538 6.570 3.844
O -0.832 6.740 4.295
O 0.733 5.818 2.631
C 1.562 5.547 5.203
F 2.381 6.455 5.819
F 0.603 5.001 6.034
F 2.361 4.651 4.574
```

Output
Orbital gap, eV: 5.93
Energy relative to the best compared isomer or geometry (same formula, charge and spin), kJ/mol: 120.0
E_tot, a.u.: -11949.5211
Spin multiplicity: 1
Net charge: -3

***

# C27H47IrNO2P2

A molecular structure, C27H47IrNO2P2 (ωB97M-V with the def2-TZVPD basis set, the Open Molecules 2025 dataset).

```
80
Properties=species:S:1:pos:R:3
Ir 0.196 0.811 -1.793
P 2.235 -0.035 -2.646
P -2.049 0.619 -0.957
N -0.567 0.079 -3.240
H 1.038 -1.946 0.997
C 2.676 -1.825 -2.836
H 3.670 -1.909 -3.310
H 1.937 -2.307 -3.492
H 2.696 -2.350 -1.873
C 3.721 0.746 -1.915
H 4.572 0.604 -2.594
H 3.953 0.322 -0.929
H 3.502 1.815 -1.811
C 2.289 0.524 -4.379
H 3.328 0.517 -4.725
H 1.888 1.539 -4.424
H 1.684 -0.139 -5.007
C -2.765 -0.998 -0.406
H -3.763 -0.846 0.043
H -2.103 -1.449 0.348
H -2.868 -1.671 -1.270
C -2.538 1.829 0.322
H -3.554 2.199 0.126
H -1.828 2.662 0.269
H -2.478 1.331 1.299
C -3.231 1.094 -2.274
H -4.188 1.368 -1.815
H -3.384 0.266 -2.973
H -2.832 1.961 -2.808
C -1.055 0.183 -4.469
C -2.063 -0.726 -6.462
C -1.516 -0.936 -5.233
C -1.144 1.488 -5.010
C -1.710 1.688 -6.258
C -2.177 0.571 -6.997
H -2.438 -1.586 -7.073
H -1.412 -1.925 -4.769
H -0.776 2.310 -4.409
H -1.794 2.698 -6.661
H -2.622 0.740 -7.986
C 1.820 -0.551 0.799
O 1.487 0.422 0.059
C 1.984 -1.981 0.470
H 2.233 -2.533 1.442
H 3.030 -2.008 -0.007
H 1.449 -2.548 -0.223
C 2.509 -0.133 2.067
H 1.953 -0.474 3.013
H 2.793 0.945 2.202
H 3.470 -0.722 2.096
C -0.885 3.739 3.677
C -0.274 2.551 2.933
C 1.105 2.929 2.394
C -0.279 1.266 3.754
C -0.150 1.253 5.145
C -0.094 0.031 5.834
C -0.081 -1.170 5.177
C -0.194 -1.231 3.809
C -0.166 -2.523 3.001
C 0.834 -3.534 3.546
C -1.559 -3.143 2.885
C -0.487 0.001 3.077
O -0.902 -0.057 1.893
H -0.234 4.053 4.502
H -1.875 3.486 4.072
H -0.994 4.583 2.986
H -0.901 2.345 2.059
H 1.858 2.869 3.190
H 1.385 2.265 1.566
H 1.092 3.956 2.013
H -0.092 2.194 5.673
H -0.040 0.061 6.937
H 0.019 -2.129 5.737
H 0.124 -2.236 1.990
H 0.469 -3.944 4.492
H 0.956 -4.364 2.840
H 1.815 -3.083 3.720
H -2.272 -2.415 2.476
H -1.528 -4.021 2.223
H -1.905 -3.463 3.876
```

Output
Orbital gap (alpha / beta), eV: 3.82 / 5.91
E_tot, a.u.: -2048.8833
Spin multiplicity: 6
Net charge: 0
⟨S²⟩: 8.853

***

# C14H16N2PmS2Si2

A molecular structure, C14H16N2PmS2Si2 (ωB97M-V with the def2-TZVPD basis set, the Open Molecules 2025 dataset).

```
37
Properties=species:S:1:pos:R:3
Pm -11.479 -2.222 -6.993
C -13.726 -3.513 -10.956
Si -12.556 -2.094 -10.079
C -13.600 -0.597 -10.691
C -11.043 -2.103 -11.226
C -11.328 -2.178 -12.632
C -10.382 -2.303 -13.598
C -9.074 -2.584 -13.258
C -8.739 -2.486 -11.877
C -9.647 -2.158 -10.912
Si -9.048 -1.938 -9.226
C -13.416 -0.994 -6.160
C -7.182 -1.695 -9.161
H -14.834 -3.570 -10.610
H -13.377 -4.506 -10.823
H -13.656 -3.287 -11.988
H -14.607 -0.701 -10.410
H -13.634 -0.818 -11.766
H -13.239 0.425 -10.586
H -12.343 -2.061 -12.915
H -10.723 -2.449 -14.699
H -8.339 -2.983 -13.959
H -7.731 -2.725 -11.526
H -13.597 -0.607 -7.235
H -13.515 -0.151 -5.436
H -14.261 -1.539 -5.840
H -6.632 -2.570 -9.545
H -6.820 -1.326 -8.228
H -7.085 -0.967 -9.890
S -10.033 -0.447 -8.305
C -9.423 -3.714 -8.366
C -9.993 -4.828 -9.090
N -10.845 -5.551 -9.466
C -9.149 -4.020 -7.058
S -9.050 -2.918 -5.757
C -8.925 -5.426 -6.562
N -8.247 -6.272 -6.186
```

Output
Orbital gap (alpha / beta), eV: 6.10 / 6.07
Energy relative to the best compared isomer or geometry (same formula, charge and spin), kJ/mol: 53.3
E_tot, a.u.: -2636.3512
Spin multiplicity: 5
Net charge: -1
⟨S²⟩: 6.015

***

# C26H59BN2O9

3 unconnected molecules or ions with the total composition C26H59BN2O9 (ωB97M-V with the def2-TZVPD basis set, the Open Molecules 2025 dataset).

```
97
Properties=species:S:1:pos:R:3
C -0.367 -2.314 0.235
O -1.224 -3.399 0.542
C -0.908 -4.046 1.754
C -1.648 -3.582 2.997
C -1.896 -2.091 3.162
C -3.146 -1.571 2.443
B -3.364 -0.041 2.731
C -3.538 1.087 1.654
C -2.203 1.316 0.897
C -1.857 2.802 0.691
C -0.655 3.243 1.493
O 0.487 2.907 0.676
C 1.661 3.464 1.093
C 2.168 2.989 2.421
O 2.244 4.248 0.396
O -3.355 0.319 4.071
C -4.566 0.847 4.568
C -4.678 0.685 6.095
C -3.361 0.328 6.764
O -5.268 1.861 6.626
H 0.063 -2.439 -0.749
H 0.432 -2.221 0.959
H -0.927 -1.382 0.265
H 0.162 -4.000 1.932
H -1.140 -5.099 1.613
H -1.032 -3.921 3.824
H -2.609 -4.075 3.086
H -1.030 -1.503 2.872
H -2.053 -1.886 4.214
H -3.150 -1.798 1.384
H -4.018 -2.062 2.874
H -4.297 0.859 0.917
H -3.800 2.011 2.158
H -1.368 0.829 1.392
H -2.308 0.855 -0.076
H -1.601 2.950 -0.349
H -2.726 3.405 0.914
H -0.671 4.316 1.647
H -0.606 2.723 2.444
H 3.178 3.332 2.565
H 1.563 3.424 3.208
H 2.093 1.915 2.512
H -5.427 0.366 4.111
H -4.667 1.909 4.361
H -5.388 -0.109 6.295
H -3.344 0.785 7.748
H -2.505 0.696 6.220
H -3.285 -0.740 6.900
H -4.609 2.348 7.117
C 0.507 4.142 -2.961
O -0.662 4.640 -3.594
C -0.464 5.052 -4.938
C -1.166 4.132 -5.912
N -0.563 2.810 -5.922
C -1.316 1.782 -6.634
C -2.753 1.473 -6.221
O -2.909 0.867 -4.954
C -2.950 1.766 -3.863
H 0.291 4.045 -1.899
H 0.802 3.158 -3.342
H 1.343 4.836 -3.083
H 0.605 5.122 -5.159
H -0.896 6.051 -5.047
H -1.105 4.569 -6.914
H -2.227 4.100 -5.625
H -0.429 2.513 -4.965
H -0.740 0.859 -6.543
H -1.330 2.042 -7.698
H -3.132 0.746 -6.943
H -3.408 2.350 -6.291
H -3.450 2.701 -4.131
H -1.956 1.993 -3.476
H -3.518 1.285 -3.066
C 3.655 -1.019 -0.415
O 3.192 -2.347 -0.287
C 3.112 -3.074 -1.508
C 4.186 -4.133 -1.604
N 5.509 -3.547 -1.768
C 6.626 -4.474 -1.617
C 6.799 -5.214 -0.296
O 7.185 -4.403 0.794
C 6.141 -3.705 1.442
H 3.449 -0.510 0.525
H 4.733 -0.968 -0.605
H 3.131 -0.494 -1.215
H 3.146 -2.398 -2.367
H 2.140 -3.575 -1.516
H 3.973 -4.767 -2.470
H 4.109 -4.760 -0.705
H 5.623 -2.792 -1.106
H 7.540 -3.903 -1.791
H 6.560 -5.218 -2.419
H 7.620 -5.922 -0.434
H 5.917 -5.811 -0.032
H 5.211 -4.279 1.446
H 5.959 -2.726 0.988
H 6.451 -3.537 2.473
```

Output
Orbital gap, eV: 9.00
Energy relative to the best compared isomer or geometry (same formula, charge and spin), kJ/mol: 0.0
SMILES: COCCCCB(CCCCOC(C)=O)OC[C@@H](C)O.COCCNCCOC.COCCNCCOC
E_tot, a.u.: -1837.4548
Spin multiplicity: 1
Net charge: 0

***

# C5H13NO

2 unconnected molecules or ions with the total composition C5H13NO (ωB97M-V with the def2-TZVPD basis set, the Open Molecules 2025 dataset).

```
20
Properties=species:S:1:pos:R:3
C -2.611 -0.713 -1.108
C -1.528 0.280 -0.805
C -0.437 -0.074 -0.130
N 0.641 0.827 0.140
C 1.647 0.290 1.059
C 1.212 0.302 2.542
H -2.996 -1.172 -0.197
H -3.472 -0.284 -1.601
H -2.226 -1.540 -1.711
H -1.648 1.304 -1.111
H -0.166 -1.116 0.060
H 0.228 1.651 0.558
H 2.534 0.904 0.930
H 1.870 -0.731 0.753
H 1.616 1.190 3.003
H 1.733 -0.489 3.091
H 0.124 0.294 2.633
H 1.710 -0.844 -2.553
H 0.791 0.361 -2.521
O 0.980 -0.440 -3.032
```

Output
Orbital gap, eV: 9.11
Energy relative to the best compared isomer or geometry (same formula, charge and spin), kJ/mol: 148.8
SMILES: C/C=C/NCC.O
E_tot, a.u.: -328.2622
Spin multiplicity: 1
Net charge: 0